Entry 1:
Below is 2 unconnected molecules or ions with the total composition H2NO4S in a non-equilibrium geometry, with properties calculated with ωB97M-V/def2-TZVPD.

Element x y z (Å)
N: -1.78 -0.08 0.98
O: 1.22 1.25 0.45
O: 1.11 -1.17 -0.40
O: -1.36 1.02 0.50
O: -1.32 -1.16 0.47
S: 1.67 -0.29 0.85
H: 0.21 1.26 0.44
H: 0.11 -1.25 -0.22

The calculation puts the HOMO energy at -3.88 eV. As for the charge: -1. Its frontier orbital gap is 7.779 eV. The calculation puts the total energy at -20546.5728 eV.

Results of the Mulliken charge analysis, in e, for atoms 1 through 5:
1 N 0.1746
2 O -0.4989
3 O -0.5171
4 O -0.5648
5 O -0.4809



Entry 2:
Below is a molecular structure, C4H5NO, with properties calculated with ωB97M-V/def2-TZVPD.

Element x y z (Å)
C: 1.14 -0.21 0.60
C: 0.04 -0.69 -0.30
O: -1.24 -0.73 0.42
C: -0.82 0.23 -1.08
C: -0.83 1.58 -0.66
N: -0.93 2.72 -0.43
H: 1.46 -0.98 1.30
H: 2.00 0.07 -0.02
H: 0.83 0.68 1.16
H: 0.26 -1.65 -0.77
H: -1.92 -1.03 -0.22

The calculation puts the HOMO energy at -9.37 eV. Its frontier orbital gap is 8.841 eV. The calculation puts the total energy at -7762.3716 eV.

Results of the Mulliken charge analysis, in e, for atoms 1 through 5:
1 C -1.2482
2 C 0.4167
3 O -0.3790
4 C -0.6021
5 C 0.4907



Entry 3:
Below is a molecular structure, C29H17Cl5N3O5PdS2 in a non-equilibrium geometry, with properties calculated with ωB97M-V/def2-TZVPD.

Element x y z (Å)
Pd: 1.09 0.50 -1.66
Cl: 4.68 -1.22 -2.02
C: 4.49 0.46 -1.99
C: 3.21 1.03 -2.06
C: 3.16 2.42 -1.99
Cl: 1.54 3.07 -1.95
C: 4.27 3.25 -1.93
Cl: 4.10 4.94 -1.92
C: 5.54 2.65 -1.86
Cl: 6.94 3.62 -1.74
C: 5.65 1.26 -1.89
Cl: 7.18 0.52 -1.80
C: -5.37 2.29 3.01
C: -4.59 2.09 1.75
C: -5.19 2.16 0.49
C: -4.45 1.98 -0.66
C: -3.09 1.74 -0.56
C: -2.47 1.68 0.67
C: -3.22 1.84 1.82
S: -2.11 1.60 -2.06
O: -1.12 2.64 -2.11
O: -2.99 1.44 -3.18
N: -1.14 0.23 -1.91
C: -1.61 -1.00 -1.94
C: -2.98 -1.34 -1.94
C: -3.38 -2.66 -1.87
C: -2.46 -3.68 -1.78
C: -1.07 -3.41 -1.83
C: -0.07 -4.41 -1.82
C: 1.23 -4.06 -2.03
C: 1.56 -2.71 -2.21
N: 0.66 -1.75 -2.13
C: -0.64 -2.07 -1.95
H: -6.44 2.31 2.81
H: -5.09 3.24 3.47
H: -5.15 1.50 3.72
H: -6.25 2.37 0.42
H: -4.91 2.04 -1.64
H: -1.40 1.51 0.72
H: -2.74 1.80 2.78
H: -3.69 -0.53 -2.00
H: -4.43 -2.88 -1.89
H: -2.79 -4.71 -1.72
H: -0.35 -5.44 -1.66
H: 2.02 -4.80 -2.07
H: 2.58 -2.42 -2.43
O: 2.60 -2.95 0.66
S: 3.00 -1.62 0.99
O: 4.37 -1.25 0.82
N: 2.03 -0.56 0.13
C: 1.29 0.17 0.92
O: 0.50 1.02 0.44
C: 1.46 -0.08 2.36
C: 0.83 0.56 3.42
C: 1.19 0.19 4.71
C: 2.14 -0.80 4.93
C: 2.76 -1.45 3.86
C: 2.39 -1.08 2.59
H: 0.11 1.34 3.23
H: 0.72 0.68 5.55
H: 2.40 -1.07 5.94
H: 3.50 -2.22 4.02

The calculation puts the HOMO energy (spin up / spin down) at -11.22 / -11.24 eV. As for the charge: +1. Its frontier orbital gap (spin up / spin down) is 3.945 / 3.995 eV. The calculation puts the total energy at -132807.9336 eV.

Results of the Mulliken charge analysis, in e, for atoms 1 through 5:
1 Pd -0.6873
2 Cl -0.2181
3 C 1.3851
4 C -1.2332
5 C 1.7158



Entry 4:
Below is a molecular structure, C13H20BBrF4N3O7PS2Sc, with properties calculated with ωB97M-V/def2-TZVPD.

Element x y z (Å)
Sc: -1.08 -1.35 -0.23
C: 3.98 -0.75 3.83
C: 3.27 -0.33 2.56
O: 1.87 -0.38 2.82
P: 0.83 0.33 1.78
S: -0.95 -0.20 2.47
S: 1.49 0.14 -0.07
O: 1.09 1.92 2.10
C: 0.58 2.56 3.26
C: 1.56 2.46 4.42
H: 5.05 -0.82 3.66
H: 3.61 -1.73 4.15
H: 3.80 -0.03 4.63
H: 3.50 -1.00 1.73
H: 3.56 0.68 2.27
H: -0.38 2.12 3.53
H: 0.42 3.61 2.98
H: 1.68 1.42 4.71
H: 1.18 3.03 5.28
H: 2.53 2.87 4.14
Br: 4.96 -0.65 -5.22
C: 3.64 -1.34 -4.01
C: 4.01 -2.30 -3.08
N: 3.15 -2.82 -2.22
C: 1.88 -2.39 -2.26
C: 1.43 -1.43 -3.17
C: 2.34 -0.90 -4.07
C: -0.01 -0.96 -3.23
O: -0.37 -0.31 -4.20
O: -0.71 -1.26 -2.21
H: 5.04 -2.65 -3.03
H: 1.20 -2.81 -1.53
H: 2.00 -0.17 -4.79
C: -3.37 0.70 -2.54
N: -3.25 1.74 -1.52
C: -4.30 2.73 -1.46
C: -2.34 1.66 -0.55
O: -1.52 0.77 -0.40
H: -3.60 1.18 -3.50
H: -4.17 0.00 -2.27
H: -2.44 0.17 -2.64
H: -5.26 2.24 -1.26
H: -4.37 3.27 -2.41
H: -4.10 3.44 -0.66
H: -2.38 2.50 0.16
F: -5.21 -1.61 -0.81
B: -4.63 -1.07 0.35
F: -4.94 0.31 0.44
F: -5.03 -1.74 1.50
F: -3.18 -1.17 0.23
O: -1.62 -3.28 -0.51
N: -0.54 -3.75 0.19
O: 0.12 -2.61 0.66

The calculation puts the HOMO energy (spin up / spin down) at -0.27 / -2.44 eV. Its expectation value of S² is 0.754. As for the charge: -2. Its frontier orbital gap (spin up / spin down) is 4.133 / 6.299 eV. As for the spin multiplicity: 2. The calculation puts the total energy at -165871.0353 eV.

Results of the Mulliken charge analysis, in e, for atoms 1 through 5:
1 Sc 0.8198
2 C -1.2968
3 C -0.2033
4 O -0.3192
5 P 0.9832



Entry 5:
Below is a gas-phase ion, C6H3Cl2FNO2S (charge -1) in a non-equilibrium geometry, with properties calculated with ωB97M-V/def2-TZVPD.

Element x y z (Å)
O: 3.69 0.06 -1.71
S: 2.57 0.57 -0.97
O: 2.68 1.86 -0.33
F: 1.39 0.76 -2.13
N: 1.83 -0.79 -0.19
C: 0.60 -0.44 0.11
C: -0.21 -1.56 0.38
C: -1.58 -1.39 0.64
C: -2.17 -0.16 0.69
Cl: -3.82 0.09 1.26
C: -1.38 0.90 0.42
Cl: -2.04 2.53 0.69
C: -0.05 0.78 0.11
H: 0.13 -2.51 0.20
H: -2.16 -2.24 0.65
H: 0.52 1.57 0.17

The calculation puts the HOMO energy at -4.17 eV. The SMILES is O=[S@@]([O-])(F)=Nc1ccc(Cl)c(Cl)c1. As for the charge: -1. Its frontier orbital gap is 7.238 eV. The calculation puts the total energy at -50454.2015 eV.

Results of the Mulliken charge analysis, in e, for atoms 1 through 5:
1 O -0.6134
2 S 1.0733
3 O -0.6014
4 F -0.3118
5 N -0.8221



Entry 6:
Below is 2 unconnected molecules or ions with the total composition C4H13NO in a non-equilibrium geometry, with properties calculated with ωB97M-V/def2-TZVPD.

Element x y z (Å)
C: -0.89 -1.50 0.72
C: -0.13 -1.30 -0.59
C: 0.86 -0.15 -0.77
N: 2.14 -0.43 -0.07
C: 2.21 0.32 1.21
H: -1.57 -0.68 1.03
H: -1.63 -2.32 0.73
H: -0.16 -1.65 1.50
H: 0.34 -2.34 -0.73
H: -0.94 -1.37 -1.43
H: 0.97 0.00 -1.88
H: 0.35 0.85 -0.42
H: 2.28 -1.39 0.23
H: 2.22 1.45 0.98
H: 1.49 -0.08 1.83
H: 3.12 0.36 1.84
O: -3.32 3.64 -1.19
H: -3.67 3.81 -2.01
H: -3.68 2.77 -0.99

The calculation puts the HOMO energy at -8.73 eV. The SMILES is CCCNC.O. Its frontier orbital gap is 9.486 eV. The calculation puts the total energy at -7894.7832 eV.

Results of the Mulliken charge analysis, in e, for atoms 1 through 5:
1 C -1.0509
2 C -0.3989
3 C -0.2883
4 N -0.3867
5 C -0.8470